{
  "formula": "C6H17N4Si",
  "method": "ωB97M-V with the def2-TZVPD basis set",
  "elements": ["C", "C", "C", "C", "C", "C", "N", "N", "N", "N", "Si", "H", "H", "H", "H", "H", "H", "H", "H", "H", "H", "H", "H", "H", "H", "H", "H", "H"],
  "coordinates": [[0.240, -0.244, -1.430], [-0.178, 0.251, -2.830], [-1.686, 0.615, -3.002], [-0.042, -1.936, 1.621], [2.159, 0.286, 2.156], [-0.853, 0.752, 2.609], [-0.206, 0.433, -0.399], [-2.126, 0.846, -1.655], [0.962, -1.312, -1.338], [-1.221, 1.345, -0.825], [0.443, -0.053, 1.637], [0.284, 1.273, -2.914], [0.309, -0.363, -3.663], [-1.820, 1.488, -3.658], [-2.346, -0.169, -3.441], [-0.656, -2.376, 0.804], [0.778, -2.602, 2.013], [-0.648, -2.011, 2.461], [2.636, -0.589, 2.763], [2.935, 0.614, 1.406], [2.258, 1.200, 2.777], [-1.665, -0.085, 2.682], [-0.579, 0.750, 3.666], [-1.269, 1.657, 2.348], [-2.515, -0.085, -1.238], [1.635, -1.732, -1.992], [0.979, -1.801, -0.529], [-1.606, 1.820, -0.018]],
  "multiplicity": 1,
  "total_charge": 1,
  "homo_energy_ev": -12.50,
  "de_lowest_kcal_mol": 56.0,
  "smiles": "C[Si](C)(C)N1NNCCC1=[NH2+]"
}